{"formula": "C5H10N2", "method": "wB97M-V/def2-TZVPD", "relative_energy_ev": 3.256, "homo_ev": -7.48, "smiles": "C=C/C=N/N(C)C", "mol_weight_da": 98.15, "energy_ha": -305.90418, "orbital_gap_ha": 0.3108, "species": ["C", "C", "C", "N", "N", "C", "C", "H", "H", "H", "H", "H", "H", "H", "H", "H", "H"], "positions_angstrom": [[2.449, -0.848, 0.279], [2.449, 0.403, -0.167], [1.114, 0.917, -0.148], [0.368, -0.118, -0.091], [-0.945, -0.064, 0.100], [-1.693, 1.170, 0.177], [-1.670, -1.270, -0.206], [1.676, -1.316, 0.848], [3.355, -1.443, 0.192], [3.293, 0.906, -0.607], [0.820, 1.959, -0.159], [-1.708, 1.702, -0.782], [-2.717, 0.945, 0.470], [-1.245, 1.821, 0.931], [-2.145, -1.227, -1.194], [-0.960, -2.094, -0.191], [-2.441, -1.443, 0.549]], "forces_ev_per_a": [[3.743, -1.059, 0.721], [0.452, -0.373, 0.154], [-0.449, 0.293, -0.108], [-3.524, 0.963, -1.052], [-0.627, 0.263, 0.445], [0.381, -0.098, 0.022], [0.000, -0.031, -0.042], [0.023, 0.010, 0.066], [0.110, 0.005, -0.087], [0.154, -0.006, -0.039], [-0.175, 0.006, 0.083], [-0.005, 0.068, -0.048], [0.008, 0.008, 0.001], [-0.031, 0.071, -0.018], [0.001, -0.064, 0.007], [-0.056, -0.030, -0.026], [-0.006, -0.028, -0.081]]}